No. 1
{
  "formula": "C29H43N7O2OsSSi",
  "method": "ωB97M-V/def2-TZVPD",
  "de_lowest_kcal_mol": 22.3,
  "charge": 2,
  "homo_energy_ha": [-0.47652, -0.48183],
  "molar_mass_g_mol": 772.1,
  "multiplicity": 5,
  "orbital_gap_ha": [0.286, 0.196],
  "largest_force_ev_per_a": 1.12,
  "species": ["Os", "C", "Si", "C", "C", "C", "C", "C", "C", "N", "C", "S", "H", "H", "H", "H", "H", "H", "H", "H", "H", "H", "H", "H", "C", "C", "C", "C", "C", "C", "C", "C", "C", "C", "N", "C", "C", "C", "C", "C", "N", "H", "H", "H", "H", "H", "H", "H", "H", "H", "H", "H", "H", "H", "H", "H", "H", "H", "N", "C", "C", "C", "C", "N", "C", "N", "N", "C", "O", "O", "H", "H", "H", "H", "H", "H", "H", "H", "H", "H", "H", "H", "H", "H"],
  "positions_angstrom": [[0.373287, 0.093983, 0.442812], [2.669650, -3.305815, 5.145185], [3.182444, -1.497145, 4.977951], [1.938306, -0.379953, 5.836508], [4.935685, -1.160439, 5.557899], [3.207890, -1.184930, 3.075869], [4.375567, -1.473733, 2.363547], [4.487868, -1.236321, 0.997945], [3.416710, -0.692481, 0.328818], [2.271449, -0.439684, 0.970140], [2.163270, -0.682338, 2.303565], [0.520035, -0.271058, 2.774567], [2.969519, -3.692599, 6.121403], [3.133904, -3.936850, 4.385444], [1.586021, -3.411656, 5.066804], [1.989661, -0.524782, 6.917700], [0.919670, -0.600766, 5.527622], [2.129276, 0.676332, 5.637970], [4.980252, -1.193020, 6.647917], [5.283068, -0.173722, 5.247856], [5.644911, -1.903348, 5.189121], [5.227560, -1.879551, 2.896449], [5.400495, -1.457846, 0.463672], [3.455882, -0.448584, -0.724083], [-2.308266, -4.119061, 1.283979], [-1.118689, -3.241217, 1.703202], [0.171206, -3.819531, 1.198515], [0.834407, -4.774405, 1.934448], [1.951596, -5.423806, 1.413978], [2.358250, -5.174560, 0.106058], [1.707835, -4.262022, -0.698985], [2.183392, -4.090551, -2.117012], [3.248629, -2.997015, -2.276986], [0.645923, -3.492262, -0.112426], [0.208201, -2.358707, -0.699807], [-0.062258, -2.081752, -1.953762], [0.128321, -0.794581, -2.448855], [0.067132, -0.331068, -3.787734], [0.519265, 0.964026, -3.770831], [0.834326, 1.267058, -2.422551], [0.614074, 0.227549, -1.626916], [-3.234880, -3.706247, 1.684205], [-2.194021, -5.131836, 1.669075], [-2.389475, -4.168924, 0.196698], [-1.078412, -3.180505, 2.790294], [-1.267986, -2.241153, 1.301339], [0.464687, -5.042210, 2.915995], [2.473205, -6.164540, 2.005640], [3.208615, -5.714248, -0.292140], [1.353562, -3.874527, -2.785379], [2.615451, -5.039078, -2.434253], [2.825982, -2.006874, -2.097832], [3.647701, -3.019822, -3.289915], [4.072976, -3.159815, -1.582234], [-0.459060, -2.828065, -2.640227], [-0.244233, -0.914128, -4.639615], [0.607782, 1.638648, -4.605924], [1.218803, 2.199599, -2.035015], [-0.191258, 2.541327, 1.054412], [-1.325411, 2.943026, 0.213704], [-2.326268, 3.856548, 0.957238], [-3.148227, 3.306356, 2.163643], [-4.681038, 3.229070, 1.990719], [-5.189283, 2.176778, 1.117613], [-5.336278, 0.901806, 1.476304], [-5.419465, 0.564042, 2.769373], [-5.452013, -0.037258, 0.544757], [-1.987562, 1.703398, -0.398720], [-2.847997, 1.880658, -1.256085], [-1.611156, 0.557057, 0.048557], [-0.470355, 2.488670, 2.028231], [0.568279, 3.209418, 0.991035], [-0.954811, 3.499550, -0.649400], [-2.990374, 4.291231, 0.208053], [-1.711962, 4.672381, 1.341281], [-2.993977, 4.001208, 2.989689], [-2.786355, 2.324115, 2.489069], [-5.032475, 4.179948, 1.593899], [-5.148014, 3.102832, 2.967835], [-5.074521, 2.336093, 0.126150], [-5.528443, 1.265274, 3.479950], [-5.674851, -0.376576, 3.012953], [-5.066464, 0.166397, -0.371964], [-5.576443, -0.999313, 0.803898]],
  "atomic_forces_ev_per_a": [[-0.425, 0.600, 0.750], [0.191, 0.267, 0.175], [-0.213, -0.157, -0.152], [0.252, -0.069, -0.102], [-0.230, -0.127, -0.020], [-0.051, 0.197, 0.115], [-0.136, 0.069, 0.068], [0.078, -0.004, -0.062], [0.091, 0.063, -0.150], [0.200, -0.218, 0.457], [0.421, -0.030, 0.070], [-0.389, -0.172, -0.388], [-0.045, -0.028, 0.015], [0.035, 0.032, -0.018], [-0.014, 0.027, -0.042], [0.081, -0.035, 0.001], [-0.067, -0.047, -0.012], [0.027, 0.001, -0.007], [-0.023, -0.019, 0.014], [-0.032, 0.018, -0.027], [0.006, -0.004, 0.001], [0.023, -0.005, -0.048], [0.009, 0.037, -0.001], [-0.058, 0.000, 0.031], [0.127, 0.079, 0.044], [-0.083, -0.157, -0.123], [-0.057, 0.245, 0.174], [0.019, -0.054, -0.057], [-0.088, 0.016, -0.050], [0.093, 0.002, 0.039], [-0.104, -0.216, -0.067], [0.194, 0.289, 0.095], [-0.106, -0.093, -0.031], [0.185, -0.122, -0.232], [-0.317, 0.061, 0.512], [0.151, 0.362, -0.650], [-0.084, -0.381, 0.328], [0.052, 0.262, -0.100], [-0.156, -0.228, -0.285], [0.121, -0.173, 0.269], [-0.119, 0.163, -0.441], [-0.019, -0.030, -0.030], [-0.040, -0.028, -0.039], [-0.031, -0.037, 0.017], [0.016, 0.100, 0.021], [0.028, 0.122, 0.069], [0.006, 0.033, 0.027], [0.013, 0.019, 0.014], [-0.042, -0.033, -0.054], [0.013, -0.155, -0.070], [-0.095, -0.035, -0.032], [0.020, -0.022, -0.018], [0.013, 0.058, -0.007], [0.002, 0.026, 0.013], [0.121, -0.112, 0.078], [-0.012, 0.020, -0.008], [0.038, 0.001, 0.007], [-0.047, 0.021, 0.029], [0.199, 0.003, -0.290], [-0.257, -0.224, 0.209], [-0.067, 0.035, -0.066], [0.042, -0.264, -0.391], [0.342, 0.225, 0.140], [0.534, -0.277, -0.275], [-0.155, 0.405, 0.478], [0.023, -0.029, -0.231], [0.296, 0.182, -0.469], [-0.658, 0.655, -0.626], [-0.061, -0.283, 0.694], [0.362, -0.718, 0.377], [0.149, -0.129, 0.040], [-0.015, 0.048, 0.089], [0.069, 0.099, 0.120], [-0.041, -0.007, 0.026], [-0.105, 0.150, -0.095], [-0.005, -0.146, 0.117], [0.072, 0.027, 0.026], [-0.170, -0.045, -0.003], [0.024, 0.205, -0.011], [0.053, -0.006, -0.109], [-0.056, -0.006, 0.006], [0.029, -0.040, 0.095], [-0.131, -0.196, 0.105], [-0.014, -0.065, -0.066]],
  "mulliken_charge": [2.26, -0.96, 0.13, -1.04, -1.12, 0.33, 0.00, -1.29, -0.31, -0.22, 0.47, -0.66, 0.45, 0.28, 0.24, 0.38, 0.32, 0.33, 0.37, 0.39, 0.34, 0.33, 0.52, 0.69, -1.35, -0.41, 0.78, -0.43, -1.11, -0.59, 0.96, -1.35, -0.45, 0.02, 0.12, -0.82, 0.48, -1.25, -0.74, -0.43, -0.03, 0.40, 0.37, 0.34, 0.50, -0.37, 0.59, 0.50, 0.51, 0.33, 0.56, -0.23, 0.45, 0.29, 0.72, 0.57, 0.51, 0.55, -0.48, 0.19, -1.24, -0.08, -1.41, -0.11, 0.87, -0.34, -0.41, 0.31, -0.71, -1.28, 0.29, 0.27, 0.42, 0.57, 0.43, 0.42, 0.22, 0.42, 0.37, 0.29, 0.16, 0.22, 0.23, 0.21]
}

=====

No. 2
{
  "formula": "C3H8O2SSi",
  "method": "ωB97M-V/def2-TZVPD",
  "de_lowest_kcal_mol": 106.3,
  "homo_energy_ha": [-0.30109, -0.32099],
  "molar_mass_g_mol": 136.2,
  "multiplicity": 1,
  "orbital_gap_ha": [0.291, 0.313],
  "largest_force_ev_per_a": 4.35,
  "species": ["C", "C", "C", "O", "O", "Si", "S", "H", "H", "H", "H", "H", "H", "H", "H"],
  "positions_angstrom": [[1.750426, 1.018700, -0.060697], [-0.766486, -0.283376, -0.048761], [-2.272008, -0.510947, 0.020360], [-0.758684, 2.317601, -0.033378], [0.079241, -1.327622, 0.127545], [1.724596, -0.811922, 0.348549], [-0.101489, 1.198378, 0.618379], [2.336692, 1.511548, 0.765843], [1.851211, 1.343980, -1.109288], [-0.661412, -0.073576, -2.096038], [-2.534136, -1.409367, -0.533293], [-2.904125, 0.379172, -0.366076], [-2.510895, -0.534065, 1.042631], [2.397038, -1.815122, -0.459599], [2.370030, -1.003382, 1.783822]],
  "atomic_forces_ev_per_a": [[-1.545, -0.803, 1.643], [-0.168, -0.797, -4.268], [0.207, 1.852, -1.326], [-0.594, 1.039, -0.228], [0.399, 0.764, 1.206], [0.712, -1.205, 0.773], [1.538, 0.872, -0.188], [-0.463, -0.120, -1.311], [-0.219, 0.052, 0.671], [-0.019, 0.119, 2.491], [0.019, 0.009, 0.257], [1.528, -1.369, 0.262], [-0.621, -0.679, 1.630], [0.326, 0.026, -0.385], [-1.099, 0.240, -1.226]],
  "nbo_charge": [-1.04, 0.11, -0.68, -0.93, -0.82, 1.35, 1.23, 0.26, 0.29, -0.13, 0.25, 0.26, 0.21, -0.18, -0.17]
}

=====

Among the records above, which one has the lowest multiplicity? C3H8O2SSi